# C35H67N10O4P2S2

A cluster of 3 separate species, C35H67N10O4P2S2 in total at a distorted geometry (ωB97M-V with the def2-TZVPD basis set, OMol25).

The geometry in XYZ format:
```
120
Properties=species:S:1:pos:R:3:forces:R:3
N -0.825555 0.108233 -0.558014 0.2 -0.5 -0.4
C -2.275860 0.138206 -0.760449 0.2 0.7 0.4
C -2.942761 1.418368 -0.230945 0.4 -0.4 -0.1
C -2.718590 2.605301 -1.170483 0.0 -0.5 0.5
N -3.591560 3.743254 -0.882627 0.4 0.5 -0.5
C -4.471145 4.036626 -2.003050 0.2 -1.0 -0.3
C -5.375088 2.848387 -2.346827 0.0 0.6 -0.1
C -6.404574 2.593043 -1.254084 0.1 -0.7 -0.8
S -7.745159 3.818466 -1.176704 -0.2 0.3 0.7
C -9.085377 3.008303 -2.009109 0.2 -0.4 -0.7
S -8.857168 2.330429 -3.461787 0.0 -0.3 0.1
N -10.393420 2.937906 -1.417094 0.8 0.5 0.8
C -10.905608 4.223550 -0.980799 -0.5 0.2 -0.3
C -11.997072 4.736911 -1.668737 0.0 0.0 -0.1
C -12.559318 5.941769 -1.281905 -0.3 0.2 0.1
C -12.047729 6.654411 -0.209679 0.2 0.1 0.2
C -10.946090 6.158702 0.473107 -0.1 -0.2 -0.2
C -10.397384 4.943784 0.091032 0.4 -0.2 0.3
C -10.551400 1.925253 -0.409190 -0.2 -0.1 -0.1
C -11.858514 1.559155 -0.106497 -0.4 0.1 0.1
C -12.135693 0.623605 0.869401 0.2 0.0 0.1
C -11.095623 0.023220 1.570978 -0.4 0.1 -0.2
C -9.796735 0.359453 1.243834 0.1 -0.3 0.4
C -9.512217 1.299279 0.266727 0.1 0.1 -0.2
C -2.733732 4.878807 -0.506725 -0.4 0.4 0.7
C -3.479473 6.212667 -0.420203 -0.2 -0.1 0.3
C -4.523832 6.228427 0.715771 -0.2 0.5 -0.2
N -4.137812 7.156202 1.789646 0.1 -0.1 -0.1
C -2.090079 4.636226 0.906239 0.9 0.1 0.1
O -2.708754 3.937798 1.737275 -0.2 0.0 -0.2
O -0.977717 5.201207 1.049465 -0.3 -0.1 -0.1
H -0.360318 0.876507 -1.020975 -0.1 0.1 0.1
H -0.577991 0.118517 0.421801 -0.1 0.2 0.0
H -2.449096 0.064228 -1.837805 -0.1 -0.4 0.0
H -2.686136 -0.722117 -0.229422 -0.1 -0.1 -0.3
H -2.461178 1.638022 0.723803 -0.4 0.2 0.1
H -4.004574 1.253208 -0.034097 0.0 0.1 -0.1
H -1.667846 2.890332 -1.060079 -0.1 0.2 0.0
H -2.807797 2.260635 -2.210593 -0.2 0.1 0.0
H -3.877915 4.270975 -2.906700 -0.2 0.3 0.0
H -5.150739 4.858365 -1.776826 0.3 0.2 0.0
H -5.869846 3.099530 -3.287656 -0.2 -0.2 0.1
H -4.814316 1.933025 -2.540912 0.1 0.0 0.2
H -5.929002 2.550200 -0.273357 0.0 0.3 0.0
H -6.874047 1.624235 -1.435445 -0.1 0.0 0.1
H -12.416960 4.181585 -2.497276 0.1 -0.1 0.0
H -13.424750 6.332411 -1.802114 0.0 -0.1 -0.1
H -12.493175 7.588823 0.105431 -0.1 0.0 -0.1
H -10.492500 6.687633 1.300319 -0.1 0.1 0.0
H -9.549859 4.563989 0.644555 0.0 -0.1 0.0
H -12.688799 2.024059 -0.623105 0.1 0.1 -0.1
H -13.166779 0.366633 1.073732 0.0 0.0 0.1
H -11.326867 -0.688172 2.351897 0.2 -0.1 0.0
H -8.995339 -0.117327 1.794166 0.1 0.1 -0.1
H -8.484017 1.533858 0.041661 0.0 0.0 0.0
H -1.878162 5.017521 -1.182664 -0.1 -0.2 -0.2
H -2.732665 6.971288 -0.187579 0.0 0.0 0.0
H -3.947582 6.511717 -1.362565 0.1 -0.1 -0.1
H -5.490945 6.559743 0.317814 0.0 -0.1 -0.1
H -4.665657 5.222362 1.108657 0.1 0.0 0.0
H -3.979593 6.685100 2.666675 0.0 0.0 0.0
H -4.779865 7.925034 1.887992 -0.1 -0.1 0.2
O 1.942100 -4.660212 1.773228 -1.1 2.0 1.8
P 2.869982 -3.577350 1.331604 3.1 -2.1 -3.2
N 2.389489 -3.271655 -0.261238 -0.6 -0.3 0.1
C 3.255651 -3.075295 -1.400162 0.3 0.4 0.1
C 0.981316 -2.965208 -0.504560 -0.1 -0.2 0.1
N 4.386809 -4.420941 1.452239 0.2 0.0 -0.2
C 4.972446 -5.056732 0.290634 0.0 0.2 -0.3
C 4.464969 -5.294510 2.612354 -0.2 0.0 0.1
N 3.624895 -2.095777 1.606298 -1.4 0.4 1.4
C 2.771463 -0.905350 1.631403 -0.1 0.0 -0.3
C 5.021989 -1.852737 1.946997 0.2 -0.1 0.3
H 4.088556 -2.392487 -1.190683 0.0 -0.1 0.1
H 2.696341 -2.633766 -2.225192 -0.1 0.1 0.1
H 3.663602 -4.020013 -1.768267 0.0 0.1 0.0
H 0.810355 -1.886558 -0.553530 -0.1 0.0 -0.2
H 0.356639 -3.364860 0.294353 0.1 -0.1 0.0
H 0.632061 -3.416690 -1.436745 0.1 0.0 0.0
H 4.297193 -5.780189 -0.191249 0.0 0.0 0.0
H 5.886750 -5.584923 0.574053 -0.1 0.0 0.2
H 5.283429 -4.312796 -0.442682 0.0 -0.1 0.0
H 3.956114 -6.253557 2.454792 0.0 0.0 0.1
H 4.014817 -4.822261 3.486170 0.0 0.0 0.0
H 5.515834 -5.490069 2.850941 0.0 0.0 -0.1
H 2.887799 -0.321647 0.712660 0.0 0.0 0.0
H 3.002659 -0.264252 2.482966 0.0 0.0 0.0
H 1.720058 -1.180294 1.721379 0.0 0.0 -0.1
H 5.662964 -1.948704 1.067648 0.0 -0.1 0.0
H 5.388853 -2.522045 2.720935 0.0 -0.1 -0.1
H 5.134677 -0.836434 2.331027 -0.2 0.0 -0.1
O 8.542495 -3.099641 -0.542341 -1.8 -2.3 1.3
P 9.707681 -3.924773 -0.097561 4.1 2.9 -1.8
N 10.431204 -2.856367 1.024075 -0.5 0.2 0.1
C 11.837070 -2.548469 1.140358 0.2 -0.4 0.1
C 9.604177 -2.348267 2.107752 -0.2 0.2 -0.2
N 10.564143 -4.058522 -1.598738 0.3 -0.1 0.0
C 11.601679 -3.106651 -1.944278 0.2 0.1 0.2
C 9.683698 -4.298254 -2.736050 -0.2 0.0 0.0
N 10.462537 -5.309168 0.514855 -1.9 -0.8 0.4
C 10.076028 -5.745278 1.855732 0.1 0.2 0.1
C 11.374270 -6.207365 -0.180978 -0.2 -0.3 -0.3
H 12.473350 -3.442598 1.111315 0.0 0.0 -0.1
H 12.039400 -2.058880 2.093596 -0.1 -0.1 0.1
H 12.167885 -1.859377 0.359672 0.0 0.0 0.0
H 9.741803 -2.932888 3.027892 0.0 0.1 0.0
H 8.549670 -2.392260 1.835550 0.0 0.0 -0.1
H 9.835615 -1.302672 2.325417 0.0 0.0 0.0
H 11.252623 -2.064502 -1.915421 0.1 0.0 0.0
H 11.968211 -3.316054 -2.951248 -0.1 0.0 0.0
H 12.466848 -3.207692 -1.288051 -0.1 0.0 0.0
H 9.203849 -3.381622 -3.097136 -0.1 0.0 0.0
H 8.894013 -5.003593 -2.474586 0.0 0.0 0.0
H 10.258774 -4.739966 -3.554557 0.1 0.0 0.0
H 10.858011 -5.505988 2.584785 0.0 -0.1 0.0
H 9.885867 -6.819187 1.888229 0.0 0.0 -0.1
H 9.157002 -5.253803 2.176869 0.0 0.1 0.0
H 12.370617 -5.766270 -0.257576 0.0 0.0 -0.1
H 11.030186 -6.468170 -1.177376 0.0 0.1 0.0
H 11.466833 -7.143278 0.374534 -0.1 0.1 0.2
```
Forces are in eV/Å.

energy = -100720.3548 eV
Kohn-Sham gap = 5.7779 eV
net charge = -1
molecular weight = 818.07 g mol⁻¹